The following is a quantum chemistry calculation of 3 unconnected molecules or ions with the total composition C3H11O2S, from the OMol25 dataset.

Last columns: bonded neighbours and bond lengths (Å).
Positions of all 17 atoms, in Å:
1 C 1.95594 -0.25306 -0.95390  C2 1.544, H5 1.086, H6 1.090, H7 1.083
2 C 0.75573 -1.14863 -0.57742  C1 1.544, C3 1.541, H8 1.096, H9 1.086
3 C -0.36987 -0.39164 0.15302  C2 1.541, S4 1.833, H10 1.091, H11 1.095
4 S -1.04976 0.99993 -0.82667  C3 1.833
5 H 1.52387 0.64755 -1.38001  C1 1.086
6 H 2.53651 -0.76624 -1.72057  C1 1.090
7 H 2.62828 -0.09160 -0.11982  C1 1.083
8 H 0.25136 -1.38125 -1.52198  C2 1.096
9 H 1.01659 -2.02911 0.00324  C2 1.086
10 H -0.11762 -0.04993 1.15786  C3 1.091
11 H -1.22297 -1.07319 0.23326  C3 1.095
12 H -3.44625 -0.93542 0.76596  O14 0.946
13 H -4.16785 -0.52576 1.99144  O14 0.973
14 O -3.92999 -1.32028 1.48215  H12 0.946, H13 0.973
15 H 1.55106 3.10177 -0.18241  O17 0.970
16 H 0.65272 2.32145 0.73765  O17 0.968
17 O 1.43225 2.89541 0.75822  H15 0.970, H16 0.968

Calculated values
Kohn-Sham gap (spin up / spin down) in eV: 10.478 / 6.987
Molecular weight in g/mol: 111.186
Calculated total energy in Ha: -669.5052
ΔE to the lowest compared entry with this formula, charge and spin in eV: 0.252
Spin multiplicity: 2